The following is a DFT calculation (wB97M-V/def2-TZVPD) of a molecular structure, C38H45Br2INO2PSc.

CARTESIAN COORDINATES (ANGSTROEM)
Sc 0.11 -0.07 0.54
I 3.09 0.50 0.44
C 2.74 2.56 0.23
C 3.81 3.41 0.29
C 3.59 4.79 0.11
C 2.32 5.25 -0.13
C 1.22 4.36 -0.20
C -0.08 4.85 -0.46
C -1.14 3.99 -0.51
C -0.94 2.61 -0.29
C 0.30 2.05 -0.03
C 1.41 2.97 0.00
H 4.81 3.04 0.47
H 4.42 5.47 0.16
H 2.14 6.30 -0.28
H -0.22 5.91 -0.62
H -2.13 4.36 -0.72
H -1.82 1.97 -0.33
C 1.54 0.73 3.80
C 0.11 0.31 3.87
C -0.53 0.22 5.12
C -1.85 -0.11 5.21
C -2.59 -0.34 4.03
C -3.98 -0.62 3.98
Br -4.97 -0.77 5.58
C -4.62 -0.77 2.78
C -3.90 -0.67 1.57
Br -4.83 -0.80 -0.05
C -2.54 -0.44 1.56
O -1.81 -0.37 0.47
C -1.89 -0.26 2.81
N -0.54 0.03 2.74
H 1.86 1.14 4.75
H 1.68 1.50 3.03
H 2.19 -0.11 3.56
H 0.04 0.44 6.01
H -2.35 -0.17 6.17
H -5.68 -0.96 2.75
O 0.72 -1.88 -0.24
P 1.39 -3.25 -0.40
C 2.67 -3.44 0.89
C 3.16 -4.90 1.12
C 3.67 -5.09 2.55
C 4.44 -3.85 3.01
C 3.49 -2.65 3.13
C 2.26 -2.80 2.23
C 2.03 -3.36 -2.10
C 2.54 -2.03 -2.69
C 4.03 -1.78 -2.46
C 4.86 -2.94 -2.97
C 4.47 -4.21 -2.23
C 2.99 -4.54 -2.40
C 0.19 -4.61 -0.27
C -0.33 -4.86 1.16
C -1.38 -3.85 1.61
C -2.51 -3.70 0.57
C -2.34 -4.64 -0.62
C -0.98 -4.39 -1.27
H 3.52 -2.85 0.51
H 3.96 -5.12 0.42
H 2.37 -5.62 0.92
H 4.30 -5.98 2.59
H 2.84 -5.28 3.24
H 5.23 -3.64 2.28
H 4.94 -4.03 3.96
H 4.02 -1.73 2.88
H 3.15 -2.54 4.17
H 1.80 -1.82 2.07
H 1.50 -3.42 2.71
H 1.08 -3.58 -2.62
H 1.94 -1.20 -2.32
H 2.38 -2.08 -3.77
H 4.24 -1.64 -1.39
H 4.31 -0.84 -2.95
H 5.93 -2.74 -2.83
H 4.70 -3.07 -4.05
H 4.72 -4.07 -1.17
H 5.06 -5.06 -2.57
H 2.72 -5.42 -1.83
H 2.83 -4.81 -3.45
H 0.76 -5.49 -0.58
H 0.49 -4.91 1.88
H -0.77 -5.86 1.17
H -0.90 -2.88 1.78
H -1.78 -4.17 2.57
H -2.52 -2.68 0.18
H -3.48 -3.86 1.04
H -3.13 -4.46 -1.35
H -2.43 -5.69 -0.32
H -0.99 -3.36 -1.64
H -0.84 -5.04 -2.14

Values from the calculation:
* relative energy (zero: lowest compared OMol25 entry of this formula, charge and spin): 0.33 kcal/mol
* spin multiplicity: 1
* HOMO: -10.462 eV
* total charge: +1
* E_LUMO: -3.0 eV

Mulliken analysis output, partial charges in e: -0.454, 0.205, 1.066, -0.871, -0.666, -0.906, 0.665, -0.735, -1.167, -0.496, 0.593, -0.044, 0.444, 0.408, 0.393, 0.379, 0.439, 0.602, -1.099, 1.061, -1.112, -0.994, 0.551, -0.250, -0.198, -0.264, 0.081, -0.107, 0.256, -0.556, 0.280, 0.629, 0.535, 0.045, 0.040, 0.487, 0.384, 0.458, 0.947, -1.292, 0.875, -0.934, -0.925, -0.883, -0.804, 0.751, 0.178, -0.992, -0.100, -1.232, -0.183, -1.231, 0.469, -1.870, 0.415, 0.207, -1.542, -0.931, 0.541, 0.456, 0.236, 0.552, 0.328, 0.331, 0.502, 0.178, 0.594, -1.560, 0.290, 0.663, 0.136, 0.609, -0.065, 0.377, 0.457, 0.359, 0.035, 0.431, 0.318, 0.541, 1.070, 0.469, 0.623, -0.763, 0.737, -0.406, 0.382, 0.525, 0.408, 0.331, 0.313